1.
C26H14N5S2Sn | ωB97M-V/def2-TZVPD

```
48
Properties=species:S:1:pos:R:3:forces:R:3
Sn -0.131 -1.918 1.331 0.087 0.003 0.061
C -3.814 -4.501 1.050 0.043 0.008 -0.014
C -2.492 -4.042 1.046 -0.071 -0.020 -0.029
N -2.197 -2.764 1.183 0.051 0.022 0.013
C -3.184 -1.834 1.343 0.071 -0.021 -0.045
C -4.539 -2.210 1.309 -0.074 -0.050 -0.030
C -4.824 -3.586 1.173 -0.030 0.044 0.018
C -5.536 -1.212 1.384 0.044 0.003 0.022
C -5.148 0.095 1.455 0.046 -0.017 0.000
C -3.789 0.469 1.508 -0.086 0.109 0.041
C -2.783 -0.473 1.508 -0.038 -0.018 -0.193
N -1.420 -0.249 1.561 0.053 -0.144 0.335
C -0.893 1.035 1.620 0.110 0.168 -0.229
C -1.322 1.916 2.591 -0.066 0.041 0.119
C -0.812 3.209 2.751 -0.021 -0.026 0.008
C 0.205 3.628 1.949 -0.007 -0.070 -0.060
C 0.724 2.756 0.969 0.000 0.042 0.060
C 1.845 3.161 0.223 0.061 0.004 -0.063
C 2.432 2.301 -0.651 0.074 0.067 0.058
C 1.855 1.052 -0.881 -0.010 -0.068 -0.042
N 0.719 0.682 -0.275 -0.137 0.020 -0.010
C 0.166 1.469 0.753 -0.022 -0.105 -0.050
H -4.012 -5.557 0.943 -0.001 -0.002 -0.002
H -1.663 -4.729 0.920 0.006 0.004 0.025
H -5.859 -3.905 1.163 -0.002 -0.009 -0.009
H -6.580 -1.494 1.367 -0.007 0.000 -0.011
H -5.896 0.876 1.479 -0.001 0.009 -0.001
H -3.547 1.522 1.554 -0.032 -0.050 -0.012
H -2.078 1.560 3.279 0.032 0.010 -0.010
H -1.203 3.847 3.531 -0.010 -0.002 0.001
H 0.650 4.607 2.061 0.021 -0.001 0.003
H 2.248 4.153 0.380 0.011 -0.006 0.019
H 3.332 2.564 -1.187 0.002 -0.013 -0.011
H 1.813 -0.635 -2.140 0.044 -0.075 -0.022
S 3.387 -1.180 0.457 -0.041 -0.050 0.185
C 3.611 -0.681 -1.070 0.271 0.007 -0.181
C 4.840 -0.988 -1.783 -0.180 -0.027 0.099
C 5.128 -0.438 -2.976 0.053 0.113 -0.190
C 6.378 -0.746 -3.616 -0.157 0.060 0.049
N 7.375 -0.997 -4.126 0.055 -0.014 -0.023
C 4.204 0.503 -3.633 0.195 -0.068 -0.092
C 3.024 0.778 -3.077 -0.125 0.022 0.087
C 2.563 0.108 -1.824 0.036 0.214 -0.090
S -0.114 -0.716 -0.991 -0.226 -0.039 0.069
C 4.579 1.120 -4.878 -0.012 -0.097 0.151
N 4.868 1.626 -5.867 0.014 0.030 -0.056
H 5.554 -1.637 -1.296 -0.024 -0.021 0.027
H 2.338 1.452 -3.573 -0.004 0.012 0.025
```
Forces are in eV/Å.

As for the energy relative to the best compared isomer or geometry (same formula, charge and spin): 225.1 kJ/mol. For the molar mass, the calculation gives 579.28 g/mol. The net charge is +1. The frontier orbital gap is 6.11 eV.

2.
C30H81N3O15 | ωB97M-V/def2-TZVPD

```
129
Properties=species:S:1:pos:R:3:forces:R:3
C -4.034 4.767 -4.608 -1.130 -0.566 0.416
O -3.093 3.881 -5.168 1.098 0.610 2.754
C -3.558 3.090 -6.173 -0.250 -0.919 -0.400
C -2.566 2.036 -6.596 -1.003 -0.250 1.507
N -2.599 0.816 -5.818 -0.912 -0.746 -1.038
C -2.279 0.995 -4.448 2.376 1.528 0.146
C -1.993 -0.384 -3.979 -1.694 -1.266 -11.266
O -1.835 -0.574 -2.803 1.882 -2.167 14.081
C -1.853 -1.900 -2.290 1.694 -0.235 2.492
H -5.029 4.266 -4.363 1.286 -0.028 0.418
H -4.403 5.397 -5.401 0.290 1.175 -0.259
H -3.610 5.310 -3.705 -0.480 -0.729 -1.399
H -3.680 3.723 -6.983 -0.799 1.294 -2.239
H -4.506 2.638 -5.933 -0.743 -0.328 0.248
H -1.627 2.523 -6.499 1.255 0.037 0.088
H -2.704 1.789 -7.608 -0.312 -0.248 -1.442
H -3.519 0.313 -5.803 1.012 0.905 -0.822
H -3.140 1.429 -3.928 0.476 0.265 0.657
H -1.324 1.644 -4.412 -1.639 -0.708 0.402
H -1.178 -0.930 -4.583 -0.835 1.047 -0.084
H -2.941 -0.889 -4.197 -0.502 -0.613 -1.345
H -2.691 -2.507 -2.484 -1.780 -0.023 -0.816
H -1.720 -1.985 -1.146 -0.418 1.159 -1.752
H -1.031 -2.532 -2.616 0.568 0.350 -0.795
C 3.727 1.203 3.660 -1.277 -0.696 -2.027
O 4.218 2.453 3.209 -0.326 1.664 2.370
C 4.842 2.569 1.959 1.229 -2.293 0.078
C 6.305 1.978 2.103 -0.799 2.502 -1.356
N 6.883 1.711 0.760 -1.698 0.765 0.693
C 8.238 1.239 0.845 -0.935 0.825 1.468
C 8.579 0.502 -0.364 0.838 8.756 -2.719
O 8.356 -0.707 -0.310 -1.326 -11.658 -0.066
C 8.550 -1.442 -1.565 0.760 -1.305 0.890
H 3.478 1.086 4.696 1.305 0.689 1.045
H 4.269 0.354 3.242 0.501 0.008 0.449
H 2.699 0.995 3.329 -0.093 0.513 -0.946
H 4.879 3.585 1.482 -0.379 -0.805 0.985
H 4.256 1.879 1.395 -0.223 -0.217 -1.638
H 6.263 1.059 2.682 0.203 0.155 0.605
H 6.793 2.885 2.626 0.113 -1.936 -0.588
H 6.300 1.057 0.225 0.138 0.323 0.488
H 8.291 0.627 1.730 0.726 -0.639 0.538
H 8.799 2.136 0.997 1.081 0.319 0.062
H 9.535 0.703 -0.758 2.018 0.600 -0.099
H 7.942 0.989 -1.126 -0.162 0.283 -0.426
H 9.530 -1.213 -2.033 -0.648 0.532 0.211
H 7.690 -1.218 -2.197 0.248 -0.027 -0.323
H 8.645 -2.582 -1.396 -0.655 1.940 0.277
C -2.364 -5.234 0.166 -2.672 -1.651 -2.212
O -2.837 -4.104 0.895 2.047 -0.296 0.179
C -4.239 -3.872 0.902 0.954 -1.326 -1.020
C -4.617 -2.590 1.522 0.786 1.056 -0.774
N -6.043 -2.397 1.362 -0.232 -0.818 1.861
C -6.343 -1.133 2.070 -2.224 0.610 -4.845
C -7.749 -0.958 2.581 1.333 -8.469 -3.480
O -8.178 0.179 2.791 -2.955 9.598 2.515
C -8.119 0.693 4.121 -1.326 -1.166 -0.968
H -2.910 -6.233 0.348 0.882 1.350 0.836
H -1.312 -5.453 -0.053 0.202 0.849 1.612
H -2.666 -5.174 -0.904 -0.321 0.696 0.112
H -4.637 -4.560 1.666 -0.700 -0.767 -1.395
H -4.511 -3.865 -0.178 -0.773 -0.760 0.705
H -4.196 -1.692 1.018 0.953 -0.515 0.671
H -4.270 -2.776 2.549 -0.471 1.164 0.114
H -6.239 -2.397 0.349 -0.124 0.506 0.982
H -6.257 -0.400 1.247 0.095 0.593 0.523
H -5.682 -0.836 2.770 2.717 0.262 2.354
H -7.848 -1.586 3.425 -0.460 -1.428 1.121
H -8.403 -1.297 1.741 0.382 -1.018 0.434
H -8.766 0.158 4.845 0.637 -0.276 -0.421
H -8.499 1.656 4.065 -0.845 1.905 -0.169
H -7.123 0.802 4.383 2.033 -0.215 1.151
C -0.026 -1.494 2.351 3.265 0.721 3.287
C -1.037 -1.640 1.369 -1.339 -1.296 -1.584
O -1.310 -0.393 0.878 -1.077 2.113 -0.975
H 0.349 -2.495 2.642 0.140 0.583 0.204
H -0.443 -0.965 3.276 0.672 -0.735 -1.073
H 0.841 -0.819 1.972 -1.332 -1.342 0.594
H -1.973 -2.045 1.770 0.372 -0.540 -0.095
H -0.692 -2.254 0.523 -0.190 -0.158 0.284
H -1.942 -0.036 1.522 -0.173 0.637 -0.588
C 1.570 -4.216 0.422 2.201 -1.329 0.551
C 1.431 -3.819 -0.946 0.229 -0.299 -1.653
O 2.660 -3.462 -1.513 1.066 0.257 1.072
H 0.681 -4.336 0.931 -2.094 -0.270 0.934
H 2.171 -3.525 0.961 0.722 0.489 0.633
H 2.047 -5.196 0.312 0.315 0.113 0.999
H 0.696 -3.107 -1.108 -1.393 1.944 -0.254
H 1.135 -4.677 -1.471 -1.068 -1.409 -1.016
H 2.465 -3.121 -2.365 0.054 0.535 -1.262
C 3.679 -0.568 0.356 -4.124 0.925 1.502
C 4.981 -1.034 0.692 1.507 -0.949 1.489
O 5.664 -0.822 -0.525 0.509 -0.596 -0.318
H 2.962 -0.486 1.252 1.101 -0.021 -1.067
H 3.260 -1.345 -0.250 -0.614 0.026 -0.936
H 3.728 0.412 -0.120 -0.231 -0.159 -0.201
H 4.852 -2.087 1.101 0.851 0.722 -0.885
H 5.379 -0.447 1.527 0.527 -0.049 -0.159
H 6.619 -0.962 -0.478 -0.047 -0.210 0.647
C -3.412 1.685 3.181 -0.571 1.762 -2.866
C -2.377 1.162 4.017 2.820 -0.987 0.067
O -2.277 1.769 5.272 -0.677 -1.079 1.025
O -3.446 0.981 1.937 0.279 -0.766 -0.164
H -3.164 2.702 2.889 -0.723 0.676 0.583
H -4.347 1.476 3.621 -1.354 0.739 0.848
H -1.357 1.297 3.561 -0.952 -0.780 -0.175
H -2.737 0.130 4.050 1.108 -0.505 0.929
H -2.376 2.702 5.169 -0.029 1.013 -0.098
H -3.571 1.592 1.207 0.035 0.006 0.021
C 1.344 -0.054 -2.475 1.076 -2.852 -3.128
C 0.922 0.746 -1.388 -0.967 2.152 0.314
O -0.344 1.192 -1.635 -2.135 1.842 -0.045
O 1.550 0.577 -3.773 -0.423 -0.432 1.256
H 0.701 -0.946 -2.712 0.182 0.979 0.389
H 2.236 -0.473 -2.100 1.754 -0.875 -0.188
H 1.634 1.583 -1.235 -0.395 -0.047 -0.096
H 0.886 0.215 -0.484 0.597 -1.269 1.492
H -0.888 0.477 -2.044 0.485 0.568 0.546
H 2.158 1.293 -3.598 0.256 0.433 -0.165
C 1.723 3.623 1.240 0.902 -2.516 2.252
C 0.375 3.066 1.526 -0.652 -1.509 -1.259
O 0.547 1.690 1.922 0.263 1.271 0.113
O 1.570 4.951 1.254 1.191 4.031 -0.274
H 2.288 3.186 0.413 -0.671 0.058 -0.792
H 2.333 3.276 2.082 0.073 0.166 0.274
H -0.239 3.221 0.623 -0.002 -0.739 -0.037
H -0.224 3.542 2.280 0.492 0.817 0.792
H 0.002 1.209 1.329 -0.891 -1.380 -0.831
H 2.424 5.370 1.492 -0.916 -0.206 -0.323
```
Forces are in eV/Å.

As for the energy relative to the best compared isomer or geometry (same formula, charge and spin): 869.7 kJ/mol. For the molar mass, the calculation gives 723.98 g/mol. Its SMILES is COCCNCCOC.COCCNCCOC.COCCNCCOC.OCCO.OCCO.OCCO.CCO.CCO.CCO. The frontier orbital gap is 8.86 eV.

3.
C15H20ClN3O3 | ωB97M-V/def2-TZVPD

```
42
Properties=species:S:1:pos:R:3:forces:R:3
C -1.791 5.848 -1.897 0.029 -0.397 0.121
C -1.348 4.745 -0.946 0.323 0.460 -0.036
H -1.663 4.955 0.078 0.066 -0.067 -0.113
H -0.261 4.624 -0.985 -0.173 0.002 0.091
O -1.964 3.496 -1.273 -0.329 -0.021 0.235
C -1.391 2.764 -2.221 -0.173 -0.360 -0.360
O -0.408 3.078 -2.837 0.184 0.121 -0.063
C -2.131 1.445 -2.396 -0.039 0.218 0.064
C -1.590 0.476 -1.381 0.256 -0.182 0.182
N -2.433 0.071 -0.519 -0.800 0.413 0.006
N -2.062 -0.780 0.501 0.052 -0.401 -0.416
C -1.038 -0.609 1.374 -0.011 -0.077 0.179
O -0.236 0.299 1.328 -0.008 0.025 0.112
C -0.947 -1.706 2.446 0.242 0.100 -0.068
N 0.430 -2.089 2.651 -0.027 0.189 0.464
C 1.178 -2.601 1.601 0.223 -0.313 -0.316
C 0.579 -3.181 0.483 -0.145 0.102 0.163
C 1.348 -3.735 -0.522 0.171 0.006 0.008
C 2.726 -3.724 -0.437 -0.018 -0.056 -0.097
C 3.320 -3.152 0.678 -0.301 -0.017 -0.082
C 2.583 -2.589 1.709 0.092 0.078 0.061
C 3.234 -1.971 2.911 -0.013 -0.077 -0.112
H 4.312 -2.089 2.863 -0.038 0.059 0.092
H 2.875 -2.444 3.824 -0.031 0.018 0.112
H 3.014 -0.903 2.959 -0.006 0.093 0.074
Cl 5.054 -3.164 0.741 0.231 -0.024 -0.041
H 3.336 -4.148 -1.217 0.077 -0.031 -0.050
H 0.867 -4.177 -1.382 -0.041 -0.044 -0.071
H -0.494 -3.205 0.389 -0.112 0.019 0.006
H 0.940 -1.401 3.187 -0.103 -0.059 -0.040
H -1.329 -1.307 3.390 -0.011 -0.049 -0.121
H -1.541 -2.582 2.177 -0.040 0.066 0.048
H -2.833 -1.376 0.774 0.245 0.102 0.019
C -0.153 0.100 -1.501 0.164 -0.061 0.132
H 0.424 0.585 -0.710 0.000 -0.022 -0.088
H 0.249 0.401 -2.463 -0.015 -0.030 -0.094
H -0.029 -0.975 -1.362 0.016 -0.039 0.043
H -3.195 1.594 -2.223 0.052 -0.043 -0.025
H -1.943 1.074 -3.404 0.038 0.074 0.019
H -2.875 5.936 -1.892 -0.087 0.060 0.005
H -1.458 5.623 -2.907 0.025 0.036 -0.066
H -1.356 6.793 -1.585 0.035 0.128 0.022
```
Forces are in eV/Å.

As for the energy relative to the best compared isomer or geometry (same formula, charge and spin): 117.7 kJ/mol. For the molar mass, the calculation gives 325.80 g/mol. Its SMILES is CCOC(=O)C/C(C)=N/NC(=O)CNc1cccc(Cl)c1C. The frontier orbital gap is 8.86 eV.

4.
C13H17InN4O5 | ωB97M-V/def2-TZVPD

```
40
Properties=species:S:1:pos:R:3:forces:R:3
In 1.121 0.373 -0.915 -0.327 -0.433 0.374
C -0.109 -1.554 -4.720 -0.126 1.692 -1.893
C -0.095 -1.211 -3.267 -0.389 -0.524 1.254
O 0.486 -0.098 -2.894 0.108 -0.223 -0.833
C -0.713 -2.093 -2.388 0.508 -0.373 -1.948
C -0.966 -1.944 -1.024 0.596 2.268 0.512
C -1.639 -2.998 -0.307 -1.794 -2.134 1.070
N -0.653 -0.801 -0.423 0.384 -0.271 -0.489
N -1.132 -0.562 0.827 -0.168 0.015 2.030
C -0.502 0.391 1.509 -0.679 -2.324 -2.349
O 0.443 1.057 0.972 1.750 1.417 -0.104
C -0.960 0.705 2.851 -1.294 -0.957 0.189
C -0.418 1.777 3.536 0.639 0.992 0.846
C -1.132 2.290 4.622 0.372 0.884 2.215
C -2.280 1.653 5.132 -0.105 0.667 -0.238
C -2.761 0.530 4.467 1.206 -1.235 -0.430
C -2.074 -0.018 3.365 0.024 1.977 0.539
H -0.633 -0.724 -5.337 1.207 -0.855 1.055
H -0.710 -2.395 -4.999 -0.274 -0.794 0.459
H 0.903 -1.737 -5.139 -0.503 0.425 0.324
H -1.087 -3.019 -2.830 0.151 0.316 0.114
H -1.928 -2.664 0.688 0.102 -0.084 -0.079
H -1.047 -3.928 -0.199 0.175 0.631 -0.118
H -2.563 -3.377 -0.805 0.570 0.561 0.059
H 0.609 2.185 3.312 -1.519 -0.334 -0.242
H -0.753 3.173 5.267 -0.389 -1.517 -1.463
H -2.799 2.053 6.039 0.561 -0.389 -0.995
H -3.550 -0.094 4.838 -0.566 0.224 0.371
H -2.464 -0.910 2.887 0.251 0.247 -0.138
N 2.936 1.773 -1.506 0.560 -1.367 0.631
N 4.044 1.160 -0.814 0.826 0.242 -1.067
C 3.988 -0.286 -0.744 1.526 0.197 0.697
O 5.065 -0.868 -0.750 -0.991 0.437 -0.152
O 2.828 -0.770 -0.543 -0.767 -0.418 -0.308
H 3.054 1.705 -2.516 -0.076 0.519 0.102
H 2.788 2.703 -1.149 0.030 0.228 -0.277
H 4.981 1.400 -1.212 -1.212 -0.087 0.370
O 0.284 2.319 -1.759 -2.211 1.013 -1.017
H -0.007 2.089 -2.685 0.587 -0.072 1.005
H -0.552 2.714 -1.387 1.258 -0.559 -0.077
```
Forces are in eV/Å.

For the molar mass, the calculation gives 424.12 g/mol. The frontier orbital gap is 6.99 eV.

5.
C5H14NO3 | ωB97M-V/def2-TZVPD

```
23
Properties=species:S:1:pos:R:3:forces:R:3
O -1.538 2.129 -0.356 0.176 0.295 0.519
C -1.292 0.995 -0.650 -0.712 -0.588 -0.918
O -2.141 -0.022 -0.626 -0.105 0.084 0.557
C 0.019 0.573 -1.285 0.699 0.348 0.253
C 0.882 -0.331 -0.406 -0.970 -1.512 -0.022
C 0.262 -1.766 -0.370 0.162 0.915 -0.004
C 1.054 0.215 0.993 0.341 -0.270 0.877
N 0.721 1.893 -1.528 0.625 -0.235 0.437
H -2.942 0.226 -0.123 0.139 0.005 -0.260
H -0.138 0.118 -2.253 -0.197 -0.112 -0.213
H 1.834 -0.550 -0.903 0.135 0.811 -0.004
H 1.022 -2.397 0.087 -0.239 -0.254 0.021
H 0.019 -2.127 -1.367 0.196 -0.078 -0.099
H -0.652 -1.752 0.203 -0.071 -0.261 0.319
H 0.204 0.227 1.676 -0.799 0.146 -0.826
H 1.473 1.214 0.999 0.482 0.180 0.200
H 1.650 -0.473 1.600 0.711 0.272 -0.428
H 0.557 2.499 -0.716 -0.426 0.173 -0.210
H 0.382 2.342 -2.374 -0.049 0.291 -0.016
H 1.733 1.772 -1.577 0.010 -0.170 -0.308
H -0.393 -2.061 3.028 -0.135 -0.038 0.145
H -1.657 -1.222 3.328 0.249 -0.230 -0.108
O -1.061 -1.503 2.618 -0.223 0.229 0.089
```
Forces are in eV/Å.

As for the energy relative to the best compared isomer or geometry (same formula, charge and spin): 47.7 kJ/mol. For the molar mass, the calculation gives 136.17 g/mol. The net charge is +1. The frontier orbital gap is 11.35 eV.

Which value of frontier orbital gap does entry 4 give? 6.99 eV